Here is a molecular structure, C26H21ClNS4Tc from the OMol25 dataset. Energies are from ωB97M-V/def2-TZVPD.

ORCA input file:
```
! wB97M-V def2-TZVPD RIJCOSX def2/J DEFGRID3
* xyz 1 2
Tc 0.5862 0.3776 0.1769
S 0.8018 2.3125 1.4065
C 2.2776 2.1175 2.3667
C 2.7236 3.1805 3.1531
C 3.8893 3.0666 3.8907
C 4.6423 1.8976 3.8574
C 4.2151 0.8347 3.0804
C 3.0317 0.9516 2.3592
S 2.5044 -0.4188 1.3619
C 1.6457 -1.4807 2.5841
C 0.1512 -1.2996 2.7544
C -0.5110 -1.9984 3.7509
C -1.8803 -1.8469 3.8771
C -2.5588 -1.0041 3.0094
C -1.8391 -0.3379 2.0358
C -2.5013 0.6448 1.1047
S -1.6515 0.9008 -0.4808
C -2.1657 -0.5209 -1.4209
C -3.4101 -0.5038 -2.0322
C -3.7972 -1.5769 -2.8209
C -2.9332 -2.6491 -3.0037
C -1.6870 -2.6562 -2.3969
C -1.2886 -1.5863 -1.5987
S 0.3238 -1.6106 -0.8725
N -0.5149 -0.4963 1.9197
H 2.1522 4.0995 3.1731
H 4.2227 3.9045 4.4884
H 5.5607 1.8214 4.4226
H 4.7982 -0.0762 3.0242
H 2.1484 -1.2854 3.5317
H 1.8614 -2.5134 2.3086
H 0.0423 -2.6507 4.4130
H -2.4187 -2.3856 4.6455
H -3.6289 -0.8679 3.0831
H -2.5347 1.6304 1.5754
H -3.5259 0.3476 0.8856
H -4.0636 0.3518 -1.9107
H -4.7634 -1.5671 -3.3065
H -3.2271 -3.4796 -3.6310
H -1.0080 -3.4858 -2.5471
Cl -1.3841 -0.4711 -6.6585
C -0.5596 0.1053 -5.2373
C -1.0320 1.2236 -4.5781
C -0.3908 1.6471 -3.4191
C 0.7028 0.9588 -2.9049
C 1.2952 1.3556 -1.5793
C 1.1924 -0.1279 -3.6272
C 0.5689 -0.5626 -4.7845
H -1.8906 1.7563 -4.9640
H -0.7598 2.5307 -2.9092
H 1.2113 2.4280 -1.4236
H 2.3598 1.0871 -1.5271
H 2.0686 -0.6588 -3.2723
H 0.9484 -1.4136 -5.3334
*
```

## Properties
calculated total energy = -3191.7226 Eh
HOMO (alpha / beta) = -10.692 / -10.704 eV
⟨S²⟩ = 0.796
energy above the lowest of the compared OMol25 structures with the same formula, charge and spin = 0.0 kJ/mol
LUMO level (alpha / beta) = -5.0604 / -4.4522 eV